Entry from OMol25: the ion C23H46BBr2INO with charge -1 (ωB97M-V with the def2-TZVPD basis set).

Last column: Mulliken charge in e.
Atoms and positions in Å:
C -2.54691 0.21964 -5.35342  -1.485
C -1.83834 -0.58987 -4.25944  0.547
C -1.28417 0.24292 -3.10443  -0.985
I -3.00305 0.80634 -1.85523  -0.082
B -0.06098 -0.38263 -2.18849  0.228
C -0.54115 -1.77273 -1.43735  -0.941
C -0.60349 -3.07998 -2.25519  -0.556
C -1.77324 -4.00495 -1.91452  -0.988
C -3.15555 -3.44910 -2.20457  -0.107
N -4.19145 -4.41049 -1.79120  -0.714
C 0.37622 0.68084 -1.00465  -0.349
C 0.86835 2.05562 -1.47315  -0.361
C 0.58976 3.16780 -0.46463  -1.552
C 1.27025 2.93050 0.88348  0.352
C 2.75949 2.60796 0.79230  -0.461
C 3.44893 2.61654 2.15784  -1.196
C 3.11255 1.37710 3.00628  -0.609
C 2.06678 1.62308 4.09135  -0.008
C 1.94169 0.46772 5.09003  -0.853
C 0.50836 0.27515 5.58307  -0.727
C -0.32447 -0.58890 4.63846  -0.130
C -1.78235 -0.76972 5.08585  -0.677
O -2.73098 -0.30739 4.14420  -0.390
C -2.76704 1.09765 4.04510  -0.484
C 1.32807 -0.66831 -3.03597  0.050
Br 2.55931 -1.79935 -2.03960  -0.262
C 1.89832 -0.29325 -4.17723  0.320
C 3.25495 -0.65102 -4.71275  -1.548
Br 0.97786 0.91224 -5.36157  -0.201
H -3.40809 -0.31692 -5.75900  0.390
H -1.87216 0.42753 -6.18663  0.295
H -2.90016 1.17763 -4.96371  0.305
H -2.53243 -1.33353 -3.86583  -0.382
H -0.99160 -1.13369 -4.69183  0.301
H -1.04423 1.23542 -3.48025  0.841
H -1.52504 -1.58041 -0.99176  0.452
H 0.12041 -1.95243 -0.58021  0.382
H 0.30593 -3.65447 -2.04907  0.380
H -0.58035 -2.88414 -3.33410  0.190
H -1.70712 -4.24676 -0.84275  0.392
H -1.67527 -4.95512 -2.45446  0.313
H -3.26091 -3.29713 -3.28372  0.090
H -3.27592 -2.47592 -1.71423  0.235
H -4.00636 -4.69395 -0.83337  0.244
H -5.09783 -3.95665 -1.78598  0.258
H 1.18571 0.19552 -0.44001  -0.094
H -0.44859 0.79865 -0.28912  0.614
H 0.43021 2.33129 -2.43840  0.307
H 1.95002 1.99833 -1.64692  0.210
H 0.88297 4.14929 -0.85960  0.397
H -0.49408 3.20632 -0.30333  0.376
H 0.75104 2.11212 1.39543  -0.544
H 1.15530 3.81759 1.52161  0.663
H 2.89346 1.61800 0.34197  0.156
H 3.24683 3.31921 0.11497  0.363
H 4.53106 2.68798 2.02043  0.372
H 3.13359 3.51515 2.70375  0.443
H 4.01907 0.98359 3.47922  0.506
H 2.72819 0.59133 2.34536  0.254
H 1.09390 1.77947 3.61232  -0.129
H 2.30557 2.54906 4.62610  0.322
H 2.27569 -0.45737 4.60454  0.431
H 2.61251 0.63676 5.93745  0.350
H 0.49278 -0.16703 6.58511  0.434
H 0.03359 1.26261 5.66031  0.285
H 0.15755 -1.56660 4.54523  0.404
H -0.33395 -0.15106 3.63459  -0.014
H -1.94040 -0.25053 6.04649  0.355
H -2.01904 -1.82413 5.23460  0.291
H -3.02935 1.55424 5.01101  0.288
H -3.52535 1.35310 3.30615  0.258
H -1.80779 1.51325 3.71157  0.081
H 4.03980 -0.23375 -4.07661  0.315
H 3.38460 -1.73515 -4.73294  0.358
H 3.38852 -0.26011 -5.71893  0.429

Values from the calculation:
charge: -1
HOMO-LUMO gap: 7.84 eV
LUMO: 2.59 eV
calculated total energy: -176998.962 eV
molecular weight: 650.2 g/mol